1.
This record from the Open Molecules 2025 dataset describes a molecular structure, C29H30Cl5O5Sn in a non-equilibrium geometry. The level of theory is ωB97M-V/def2-TZVPD.

```
70
Properties=species:S:1:pos:R:3:forces:R:3:mulliken_charge:R:1
C 0.32604 -0.85553 -3.84398 0.05 -0.96 -0.63 3.337
C 0.12076 -1.32147 -2.39947 0.84 -0.14 0.08 -1.835
C -0.06432 0.62103 -3.91594 0.25 0.11 -0.05 -1.652
C -0.89646 0.98525 -2.64246 -0.68 -0.58 -0.28 0.597
H -0.62318 0.78642 -4.84283 0.03 0.04 0.33 0.382
H 0.84805 1.21622 -4.01227 -0.11 0.10 0.32 0.286
C -0.97208 -0.46608 -1.79526 -0.59 0.40 -1.04 0.562
H 1.04458 -1.18211 -1.82595 0.02 -0.12 -0.25 0.320
H -0.11418 -2.39586 -2.40732 0.03 0.31 0.31 0.635
C -1.28188 -0.85543 -0.31305 0.37 -0.54 1.07 -1.403
H -1.87671 -0.84921 -2.29932 -0.10 0.03 0.40 0.309
H -1.93163 1.15030 -3.00018 0.33 -0.17 0.33 0.402
C -0.43208 2.27540 -2.08431 0.33 -1.21 0.85 0.347
C 1.73026 -1.15908 -4.34588 1.50 -0.12 1.26 -0.394
C -0.46639 -1.64167 -4.89234 -2.18 0.82 -0.86 -0.239
O -1.14906 -1.12231 -5.76840 0.92 -0.40 1.16 -0.659
O 2.69770 -1.39950 -3.64389 -1.16 0.42 -0.86 -0.632
O 1.79637 -1.16639 -5.69279 0.28 0.23 0.33 -0.264
O -0.37141 -2.97826 -4.81818 0.17 0.28 -0.20 -0.307
C -0.95202 -3.57283 -5.99087 0.00 -0.47 -0.06 -0.787
H -0.80706 -4.64978 -5.89444 -0.01 0.16 0.07 0.260
H -0.43913 -3.19226 -6.88095 -0.14 -0.12 0.16 0.303
H -2.01417 -3.32173 -6.06218 0.23 -0.12 0.02 0.306
C 3.11613 -1.40348 -6.18451 0.32 -0.14 -0.16 -0.793
H 3.82631 -0.67841 -5.76135 -0.26 -0.26 -0.15 0.304
H 3.04369 -1.29246 -7.26541 0.06 -0.02 0.09 0.247
H 3.44193 -2.41967 -5.91983 -0.07 0.34 -0.08 0.331
O -0.38598 -0.63317 0.82515 -0.61 0.68 -3.28 -0.456
H -1.26293 -1.96577 -0.33913 -0.37 0.43 -0.32 0.345
H -2.32872 -0.58116 -0.08594 0.44 0.20 0.12 0.407
C -1.40755 3.27132 -1.58162 -0.10 0.28 0.27 -1.069
C 0.99539 2.31199 -1.65325 0.39 0.29 0.14 -1.220
H 1.59211 2.97093 -2.30025 0.09 -0.01 0.08 0.316
H 1.48673 1.32646 -1.65461 -0.27 0.22 -0.11 0.107
H 1.10187 2.70191 -0.63434 -0.02 0.02 -0.09 0.258
H -0.98996 3.80252 -0.71858 -0.15 0.10 -0.25 0.219
H -2.34947 2.81145 -1.24236 0.20 0.03 -0.19 0.343
H -1.66657 4.02176 -2.34450 -0.03 -0.03 0.11 0.267
Sn -0.52690 0.31114 2.55437 0.46 -1.65 1.33 1.037
C -2.45739 -0.74909 4.45608 0.75 -0.91 -0.54 -0.848
C -2.98874 -0.74362 3.11127 0.75 -0.63 -0.04 -0.994
C -2.60949 -1.99042 2.50827 0.15 -0.04 0.69 -0.467
H -3.66185 -0.01307 2.69069 -0.24 -0.01 0.07 0.645
C -1.78103 -2.69339 3.41391 -0.91 0.67 -0.18 -0.613
C -1.69625 -1.94309 4.61856 -0.74 0.83 -0.71 -0.193
H -1.18496 -2.25220 5.51594 0.14 0.09 0.00 0.444
H -2.65326 -0.00982 5.21044 0.05 0.20 0.10 0.599
H -2.96719 -2.35043 1.54928 0.32 0.15 0.04 0.589
H -1.31484 -3.65540 3.24207 -0.03 0.12 -0.04 0.387
C 2.69370 -0.05444 3.46682 -0.45 -0.34 0.52 -0.783
C 2.40922 -1.03710 4.44922 0.41 0.06 -0.74 -0.412
C 1.97751 -2.21740 3.78121 0.37 0.27 -0.59 -0.612
H 2.53954 -0.91585 5.52232 -0.07 -0.03 -0.28 0.593
C 2.00173 -1.96783 2.38646 -0.38 -0.19 0.74 -0.437
C 2.41836 -0.61828 2.18546 -0.68 0.34 0.35 -0.692
H 2.53981 -0.12855 1.22380 0.11 -0.10 0.14 0.567
H 3.04953 0.95313 3.65557 -0.01 -0.10 -0.03 0.402
H 1.69850 -3.15759 4.25735 0.05 0.28 -0.15 0.417
H 1.74837 -2.66469 1.58909 -0.02 0.18 0.27 0.430
Cl 0.07965 0.44149 6.07499 -0.09 0.25 -0.04 -0.070
C -0.10286 2.00783 5.36580 -0.21 1.00 0.10 0.624
C -0.21938 2.17155 3.98910 0.46 0.54 0.03 -1.228
C -0.20033 3.44189 3.43328 -0.11 0.29 1.39 0.731
Cl -0.08658 3.64012 1.70799 -0.18 -0.19 -0.02 -0.223
C -0.22826 4.59482 4.24706 0.10 -1.18 0.56 -0.111
Cl -0.30990 6.15809 3.56091 0.03 0.37 -0.09 -0.210
C -0.19132 4.42533 5.65326 0.04 -0.92 -0.77 0.456
Cl -0.20797 5.79366 6.66855 -0.03 0.43 0.28 -0.209
C -0.10927 3.13384 6.22417 -0.09 0.10 -1.37 -0.094
Cl -0.04308 2.94003 7.91948 0.05 0.05 0.33 -0.206
```
Positions in Å, forces in eV/Å.

Properties
- Highest occupied orbital energy (alpha / beta): -0.1396 / -0.1352 Ha
- LUMO energy (alpha / beta): 2.188 / 1.228 eV
- Relative energy (zero: lowest compared OMol25 entry of this formula, charge and spin): 412.0 kJ/mol
- Charge: -1

2.
This record from the Open Molecules 2025 dataset describes a molecular structure, C29H30ClInN6O9PS in a non-equilibrium geometry. The level of theory is ωB97M-V/def2-TZVPD.

```
78
Properties=species:S:1:pos:R:3:forces:R:3:mulliken_charge:R:1
In -0.78308 -0.72793 -1.40048 0.54 -0.87 -0.10 1.676
O -2.55174 0.13929 4.42204 1.18 -0.73 -1.29 -0.930
C -2.14708 -0.23323 3.21756 -1.35 0.86 1.98 0.339
C -3.11838 -0.11757 2.17840 1.77 -0.03 -1.93 -0.672
C -2.64061 -0.26487 0.87218 -0.64 -0.10 0.56 0.481
N -1.36798 -0.63210 0.62605 -0.36 1.21 0.38 -0.118
C -0.43690 -0.69746 1.60219 0.27 -0.86 -1.16 0.577
C -0.79507 -0.61937 2.91766 -0.29 -0.19 -0.12 -0.770
C 0.99814 -0.93512 0.98646 0.10 -0.30 0.79 -0.035
O 1.98373 -0.65824 1.69900 -1.09 -0.67 -1.13 -0.801
O 0.98820 -1.43283 -0.21657 0.23 1.08 1.42 -0.542
C -3.52452 -0.06014 -0.40246 1.81 -1.40 -0.10 0.441
O -4.72028 0.02907 -0.27736 -0.19 0.50 -0.39 -0.696
O -2.82696 -0.17367 -1.54087 -1.40 0.69 0.95 -0.763
H -2.73659 1.53279 4.30669 0.37 -0.47 0.34 0.380
H -4.12318 0.22808 2.35282 -0.04 -0.09 0.19 0.535
H -0.06155 -0.87585 3.67643 -0.28 0.50 0.02 0.726
N -0.31736 3.20699 -3.34111 -0.40 0.60 -0.66 -0.024
C 0.78735 2.55861 -3.87741 0.46 -0.71 -0.02 -0.669
C 0.93977 1.40799 -3.13326 -0.99 1.46 0.17 -0.367
N -0.06155 1.34688 -2.14120 -0.79 1.24 -1.38 0.092
C -0.84035 2.46668 -2.33539 1.35 -0.99 0.31 -0.019
C -1.84537 3.10401 -1.46206 -0.89 0.76 0.93 0.132
N -1.69981 3.19518 -0.16389 0.43 0.29 0.34 -0.089
C -2.50500 4.22498 0.29123 -0.37 -0.90 -0.89 -0.046
C -3.21408 4.74825 -0.76112 0.69 -0.95 0.06 -0.961
N -2.81429 4.02780 -1.86022 0.56 -0.42 -1.81 -0.083
H -0.72299 4.12406 -3.61208 0.74 -1.16 0.31 0.282
H 1.41425 2.87846 -4.74383 -0.99 0.00 1.07 0.363
H 1.75710 0.71639 -3.23146 -0.09 -0.48 0.36 0.471
H -2.62221 4.43514 1.33382 0.21 0.14 0.34 0.383
H -3.94740 5.51592 -0.84581 -0.32 0.24 0.07 0.442
H -3.22373 4.08676 -2.80570 0.37 -0.01 1.06 0.258
N 3.42085 1.65247 2.63131 1.77 0.01 -0.42 -0.634
C 2.22736 2.16754 3.05412 -1.61 0.13 0.85 0.556
C 1.68116 3.36634 2.59660 1.34 0.53 -0.54 -0.889
C 0.43787 3.77758 3.00372 -1.10 -0.22 0.44 -0.186
C -0.25936 3.03713 3.96163 0.07 -0.10 0.43 0.074
C 0.26750 1.83534 4.50007 0.06 1.38 -0.40 -0.575
C 1.48889 1.41320 3.99501 -0.45 -0.32 -0.10 0.009
S -1.80649 3.62722 4.64194 1.53 -2.43 -0.22 1.243
O -2.79366 2.54798 4.02445 -0.02 2.58 0.43 -0.452
O -2.02940 4.94223 4.11409 -0.90 -0.14 -0.25 -0.661
O -1.65043 3.46635 6.07161 -0.82 0.16 -0.52 -0.691
H 4.05183 2.29365 2.15663 -0.53 -0.19 -0.02 0.239
H 3.29896 0.78388 2.13268 0.03 -0.31 -0.03 0.337
H 2.27731 4.03601 1.92862 -0.58 -0.84 0.35 0.178
H -0.03390 4.62928 2.51742 0.12 0.02 0.43 0.434
H -0.26601 1.33554 5.32708 0.33 0.08 -0.78 0.302
H 1.82033 0.40768 4.24595 0.38 0.35 0.13 0.299
C 3.75567 -3.09849 -3.26117 0.23 0.25 1.33 -1.187
P 4.04951 -1.78406 -2.02942 1.14 1.09 -0.01 1.038
C 4.17863 -2.53441 -0.37360 -2.19 0.28 -0.35 -1.037
C 5.73718 -1.17273 -2.36845 0.14 0.32 2.42 -1.227
O 3.16499 -0.59906 -2.15856 -0.70 -0.12 -0.22 -0.614
H 4.69513 -3.58989 -3.52660 -0.26 -0.11 0.04 0.385
H 3.28804 -2.63461 -4.10865 -0.20 0.12 -0.45 0.346
H 3.05837 -3.75417 -2.74603 -0.11 -0.48 -0.39 0.279
H 4.83733 -3.35357 -0.36910 1.37 -0.88 -0.01 0.511
H 3.19265 -3.00394 -0.14137 0.41 0.67 -0.11 0.150
H 4.38224 -1.79268 0.40407 0.02 -0.09 -0.27 0.293
H 6.46910 -1.93878 -2.12225 0.24 -0.15 -0.30 0.405
H 5.91619 -0.34602 -1.59137 -0.34 -0.95 -1.29 0.278
H 5.84939 -0.80122 -3.36330 0.06 0.25 -0.61 0.339
Cl 0.62909 -5.15237 -0.96929 0.72 0.03 0.11 -0.256
C -1.02322 -4.87820 -1.32499 -1.45 2.67 -0.84 0.576
C -1.95448 -5.78607 -0.84774 1.04 -0.49 -0.42 -0.619
C -3.25100 -5.72101 -1.27180 -2.12 0.63 -0.20 -0.388
C -3.72001 -4.59614 -2.00876 1.17 -0.38 0.76 -0.699
C -2.83752 -3.55115 -2.30445 -0.04 -0.84 0.07 -0.301
C -1.44574 -3.65649 -2.03065 -1.29 -2.91 0.82 0.408
C -0.55326 -2.66650 -2.53442 1.42 2.54 -0.31 -0.814
H -1.58208 -6.61725 -0.25101 -0.21 0.12 -0.10 0.392
H -3.97370 -6.49687 -0.95024 0.54 0.55 -0.28 0.289
H -4.76163 -4.51731 -2.28778 -0.01 -0.03 0.03 0.384
H -3.23737 -2.65603 -2.79836 0.38 -0.30 0.22 0.317
H -0.72016 -2.31774 -3.56257 -0.03 -0.62 0.15 0.520
H 0.50335 -2.84757 -2.33528 -0.13 -0.11 -0.23 -0.344
```
Positions in Å, forces in eV/Å.

Properties
- Highest occupied orbital energy: -0.1944 Ha
- LUMO energy: 1.620 eV
- Relative energy (zero: lowest compared OMol25 entry of this formula, charge and spin): 0.0 kJ/mol
- Charge: -1

3.
This record from the Open Molecules 2025 dataset describes a molecular structure, C29H30F9GeN8O2RuSe in a non-equilibrium geometry. The level of theory is ωB97M-V/def2-TZVPD.

```
81
Properties=species:S:1:pos:R:3:forces:R:3:mulliken_charge:R:1
Ru -19.70388 0.64752 -10.48687 -2.29 -1.06 -1.05 2.148
C -18.42818 3.71213 -15.27202 -1.18 -0.43 -1.04 -0.850
N -18.77575 2.74896 -14.22510 -0.88 -0.91 0.23 0.791
C -19.04641 2.87839 -12.91575 0.69 -0.33 -0.09 -0.320
N -19.45827 1.68912 -12.44092 0.49 -0.45 -1.25 0.045
C -19.45733 0.85404 -13.56529 0.55 2.68 -0.43 -0.819
N -19.07673 1.48062 -14.67871 -0.12 0.13 2.33 -0.945
C -17.56097 4.81312 -14.82888 1.06 0.19 1.12 0.137
C -16.26134 4.90529 -15.39920 -0.37 0.02 0.05 -0.660
C -15.40076 5.92073 -15.07336 -1.43 1.90 2.05 -0.765
C -15.73127 6.89519 -14.03990 1.63 -1.62 -3.23 -0.640
C -16.91017 6.62541 -13.42815 -2.54 1.29 4.69 -0.021
C -17.86576 5.64880 -13.75933 1.47 -0.42 -2.24 -0.368
C -17.23051 7.25983 -12.07519 -1.13 -3.78 -3.09 0.559
N -16.61223 8.18093 -11.47729 0.89 2.59 3.00 -0.379
N -17.17899 8.33212 -10.23206 1.42 0.61 -1.42 -0.284
C -18.13437 7.44362 -10.14590 -2.18 -0.23 0.38 0.650
O -18.21637 6.65727 -11.26940 0.67 1.28 0.11 -0.145
C -19.17343 7.39428 -9.10388 1.37 -1.50 -1.11 -0.262
C -19.16093 8.18692 -7.94158 1.29 0.75 -1.08 -0.743
C -20.03531 7.98806 -6.91110 0.08 -0.85 -0.45 -0.871
C -20.96076 6.91365 -6.94784 2.16 1.49 -2.10 -0.839
C -21.01892 6.16795 -8.13233 0.64 -0.33 -1.40 0.417
C -22.16651 5.23055 -8.32568 -1.17 0.53 -0.97 -1.003
N -21.85604 3.89537 -8.83856 2.25 -2.02 -0.37 0.897
C -20.76130 3.38168 -9.51002 -2.99 -1.32 1.37 -0.943
N -21.02301 2.06104 -9.72789 0.83 1.96 -0.04 0.181
C -22.26232 1.83818 -9.24585 -0.27 0.05 1.47 -0.690
N -22.73095 2.88796 -8.58917 -0.35 0.03 -1.46 -1.006
C -20.09333 6.35481 -9.20339 -1.97 -0.86 0.35 0.440
H -19.37511 4.09530 -15.71020 0.45 -0.21 0.27 0.308
H -17.96017 3.08975 -16.04966 -0.10 0.39 0.27 0.434
H -18.81472 3.79471 -12.33113 -0.40 -1.04 -0.57 0.503
H -19.76972 -0.14671 -13.50235 -0.30 -1.09 -0.17 0.705
H -15.89439 4.18954 -16.14007 -0.51 0.14 0.13 0.393
H -14.53751 6.00626 -15.64403 1.65 0.29 -0.62 0.505
H -15.09847 7.77053 -13.88673 -0.20 -0.40 0.40 0.515
H -18.78461 5.65633 -13.23524 -0.75 -0.15 0.21 1.476
H -18.37068 8.94810 -7.95349 -0.53 -0.09 0.52 0.526
H -19.88039 8.64736 -6.09863 -0.43 0.30 1.04 0.469
H -21.56805 6.73525 -6.12461 -1.20 -0.41 1.23 0.558
H -22.94141 5.64694 -9.02571 0.90 -0.12 0.29 0.302
H -22.74274 5.15997 -7.42398 -0.04 -0.67 0.64 0.531
H -19.82945 3.81084 -9.74085 0.59 0.70 -0.11 0.719
H -22.72250 0.84810 -9.31821 -0.08 0.66 0.26 0.703
H -20.18212 5.69813 -10.12794 0.17 1.36 1.32 0.915
C -15.21151 2.04496 -7.16200 -1.00 -0.63 -0.07 -1.220
Ge -16.63185 0.76488 -6.56149 2.19 0.53 0.22 0.450
C -15.59769 -0.83340 -6.01266 -1.06 0.98 0.71 -1.176
C -17.71241 1.62953 -5.20734 -1.66 0.13 0.40 -1.010
C -17.72222 0.05243 -8.09868 0.65 1.00 0.27 -0.942
Se -17.54995 1.04012 -9.78707 1.48 -0.46 0.82 0.050
C -16.83698 -0.49343 -10.82833 1.80 0.74 0.71 -1.175
H -14.52820 1.52618 -7.85477 -0.30 0.58 0.02 0.365
H -14.65444 2.28016 -6.26011 0.09 0.07 0.10 0.418
H -15.67973 2.97015 -7.52639 0.52 -0.23 -0.24 0.341
H -15.06706 -0.49782 -5.09670 -0.23 -0.54 -0.49 0.393
H -14.87816 -1.07401 -6.79635 -0.20 -0.28 0.14 0.385
H -16.35104 -1.60579 -5.77131 0.88 -0.05 -0.11 0.415
H -17.10253 2.08184 -4.40860 -0.05 -0.31 -0.40 0.369
H -18.38036 0.86767 -4.73559 0.52 0.56 -0.19 0.385
H -18.40884 2.43988 -5.57249 0.83 -0.78 0.11 0.284
H -18.71507 0.09210 -7.69107 -0.84 -0.17 -0.30 0.439
H -17.33561 -0.94408 -8.22332 -0.26 -0.42 -0.42 0.419
H -15.75641 -0.27364 -10.71816 -0.35 -0.37 0.11 0.448
H -16.97409 -0.43510 -11.88283 -0.77 0.15 -0.75 0.428
H -17.04075 -1.45671 -10.37820 -0.45 0.04 0.05 0.412
F -22.96705 -3.67507 -11.46525 0.86 1.42 -0.45 -0.180
C -22.31578 -2.57489 -11.89026 -0.52 0.55 -1.05 0.613
F -21.72398 -2.82945 -13.08409 -0.48 0.21 1.15 -0.231
F -23.22014 -1.56027 -12.08206 1.11 -1.38 -0.08 -0.201
C -21.21453 -2.03726 -10.84323 -1.60 -0.81 -0.67 0.896
O -20.81581 -0.74672 -11.18982 0.09 -0.45 0.01 -1.047
C -20.01716 -2.98684 -10.81938 0.57 -2.93 -0.16 0.405
F -19.34474 -2.90764 -9.61969 -0.56 0.12 -1.30 -0.255
F -20.41037 -4.29197 -11.01985 0.32 1.94 0.94 -0.245
F -19.14926 -2.75765 -11.81239 -0.12 0.76 0.55 -0.258
C -21.97428 -2.01534 -9.49099 -2.61 -0.02 -0.07 0.398
F -21.25128 -1.31114 -8.65590 0.99 0.26 1.54 -0.165
F -22.39149 -3.18901 -8.95652 1.33 1.64 -0.82 -0.209
F -23.11769 -1.24571 -9.67015 1.00 -0.88 0.27 -0.272
```
Positions in Å, forces in eV/Å.

Properties
- Multiplicity: 5
- Highest occupied orbital energy (alpha / beta): -0.6188 / -0.6190 Ha
- LUMO energy (alpha / beta): -10.644 / -12.517 eV
- Relative energy (zero: lowest compared OMol25 entry of this formula, charge and spin): 141.2 kJ/mol
- Charge: +3
- Expectation value of S²: 6.06